1.
Here is 2 unconnected molecules or ions with the total composition C3H6O4S from the OMol25 dataset. Energies are from ωB97M-V/def2-TZVPD.

The calculation puts the maximum force at 3.13 eV/Å. The calculation puts the energy relative to the best compared isomer or geometry (same formula, charge and spin) at 38.0 kcal per mole. The HOMO-LUMO gap comes out at 8.5 eV. The HOMO energy comes out at -9.01 eV.

```
14
Properties=species:S:1:pos:R:3:nbo_charge:R:1
C 1.354 0.405 0.354 -0.31
C 2.031 -0.973 0.248 -0.65
C 0.181 0.684 -0.133 0.52
O -3.206 -1.157 -0.568 -0.86
O -2.913 0.814 0.790 -0.89
O -0.650 -0.172 -0.848 -0.74
O -0.351 1.908 -0.067 -0.68
S -2.522 -0.553 0.523 1.71
H 1.731 -1.315 -0.684 0.22
H 3.044 -1.072 0.652 0.23
H 1.512 -1.760 0.857 0.21
H 1.908 1.183 0.890 0.23
H -0.814 0.215 -1.777 0.51
H -1.305 1.793 -0.238 0.49
```

2.
Here is a molecular structure, C29H18Cl4CoN7O2S2 from the OMol25 dataset. Energies are from ωB97M-V/def2-TZVPD.

The spin multiplicity is 2. As for the total charge: -1. The calculation puts the maximum force at 1.05 eV/Å. The calculation puts the energy relative to the best compared isomer or geometry (same formula, charge and spin) at 18.2 kcal per mole. The HOMO-LUMO gap (spin up / spin down) comes out at 5.2 / 5.2 eV. The HOMO energy (spin up / spin down) comes out at -3.35 / -3.34 eV.

```
63
Properties=species:S:1:pos:R:3:lowdin_spin:R:1
Co 0.552 -0.215 0.401 0.93
N -1.736 3.687 1.039 0.00
C -0.563 3.055 0.745 0.00
S 0.797 3.398 1.709 0.00
N -0.593 2.357 -0.376 0.00
N 0.343 1.483 -0.644 0.01
C 0.735 1.318 -1.887 0.01
C 0.190 2.067 -3.033 0.00
C -0.149 3.420 -2.953 0.00
C -0.767 4.058 -4.016 0.00
C -1.059 3.363 -5.181 0.00
C -0.706 2.026 -5.282 0.00
C -0.091 1.384 -4.221 0.00
C 1.690 0.245 -2.042 0.00
C 2.588 0.153 -3.116 0.00
C 3.488 -0.885 -3.175 0.00
C 3.473 -1.844 -2.162 0.00
C 2.597 -1.669 -1.112 0.00
N 1.750 -0.645 -1.019 -0.01
H -1.819 4.058 1.967 0.00
H -2.571 3.320 0.606 0.00
H 0.073 3.971 -2.052 0.00
H -1.027 5.106 -3.933 0.00
H -1.566 3.856 -6.001 0.00
H -0.928 1.473 -6.187 0.00
H 0.138 0.328 -4.294 0.00
H 2.559 0.917 -3.879 0.00
H 4.203 -0.955 -3.984 0.00
H 4.129 -2.702 -2.187 0.00
H 2.568 -2.378 -0.293 0.00
N 1.793 -2.509 3.562 0.00
C 0.553 -3.115 3.521 0.00
C -0.123 -3.921 4.424 0.00
C -1.420 -4.273 4.092 0.00
C -1.999 -3.870 2.883 0.00
C -1.306 -3.105 1.966 0.00
C -0.019 -2.702 2.306 0.00
N 0.854 -1.861 1.653 0.01
C 1.891 -1.721 2.450 0.00
C 2.881 -0.697 2.226 0.00
C 4.160 -0.575 2.690 0.00
S 4.825 0.924 2.174 0.00
C 3.329 1.287 1.371 0.00
N 2.447 0.361 1.470 0.03
H 2.387 -2.443 4.369 0.00
H 0.324 -4.236 5.359 0.00
H -1.999 -4.856 4.797 0.00
H -3.020 -4.155 2.669 0.00
H -1.747 -2.798 1.026 0.00
H 4.744 -1.262 3.280 0.00
H 3.174 2.236 0.880 0.00
Cl -5.811 0.518 2.373 0.00
C -4.417 0.225 1.389 0.00
C -4.564 -0.057 0.039 0.00
Cl -6.131 -0.011 -0.692 0.00
C -3.440 -0.382 -0.730 0.00
Cl -3.592 -0.751 -2.414 0.00
C -2.152 -0.405 -0.175 0.00
O -1.097 -0.811 -0.802 0.04
C -1.992 0.047 1.189 0.00
O -0.777 0.186 1.645 -0.02
C -3.134 0.281 1.952 0.00
Cl -2.916 0.698 3.620 0.00
```

3.
Here is a single C19H30N2O3 molecule from the OMol25 dataset. Energies are from ωB97M-V/def2-TZVPD.

The calculation puts the maximum force at 0.63 eV/Å. The calculation puts the energy relative to the best compared isomer or geometry (same formula, charge and spin) at 55.5 kcal per mole. The HOMO-LUMO gap comes out at 9.2 eV. The HOMO energy comes out at -8.32 eV. Its SMILES is COc1cccc(CN2CCN(C3CCOCC3)C[C@@H]2CCO)c1.

```
54
Properties=species:S:1:pos:R:3:nbo_charge:R:1
C -7.319 -1.249 0.945 -0.25
O -6.199 -0.431 1.179 -0.51
C -5.192 -0.428 0.259 0.38
C -5.175 -1.182 -0.907 -0.34
C -4.087 -1.091 -1.762 -0.18
C -3.025 -0.260 -1.474 -0.24
C -3.033 0.498 -0.306 0.00
C -1.873 1.411 -0.001 -0.22
N -0.618 0.734 -0.262 -0.46
C -0.325 -0.290 0.717 -0.22
C 0.879 -1.120 0.279 -0.23
N 2.029 -0.259 0.056 -0.46
C 3.277 -0.951 -0.278 -0.03
C 4.464 -0.028 0.038 -0.44
C 5.785 -0.738 -0.253 -0.07
O 5.918 -1.930 0.483 -0.53
C 4.875 -2.825 0.190 -0.06
C 3.495 -2.246 0.512 -0.44
C 1.673 0.702 -0.977 -0.23
C 0.525 1.595 -0.503 -0.03
C 0.957 2.454 0.703 -0.47
C 1.850 3.636 0.321 -0.05
O 3.155 3.268 -0.060 -0.72
C -4.112 0.406 0.551 -0.28
H -7.042 -2.307 0.897 0.17
H -7.983 -1.090 1.794 0.20
H -7.838 -0.966 0.023 0.18
H -5.992 -1.838 -1.161 0.22
H -4.080 -1.681 -2.667 0.21
H -2.175 -0.192 -2.135 0.22
H -1.927 2.281 -0.663 0.21
H -1.958 1.770 1.040 0.17
H -1.197 -0.944 0.793 0.21
H -0.131 0.136 1.715 0.17
H 1.100 -1.832 1.074 0.21
H 0.611 -1.676 -0.637 0.17
H 3.296 -1.205 -1.356 0.17
H 4.424 0.887 -0.551 0.22
H 4.422 0.230 1.098 0.20
H 6.633 -0.113 0.034 0.19
H 5.855 -0.957 -1.332 0.16
H 5.066 -3.715 0.794 0.19
H 4.913 -3.105 -0.876 0.16
H 3.437 -2.031 1.580 0.21
H 2.748 -2.997 0.256 0.21
H 2.529 1.330 -1.213 0.23
H 1.354 0.183 -1.899 0.17
H 0.251 2.266 -1.327 0.20
H 0.067 2.855 1.190 0.21
H 1.489 1.818 1.413 0.22
H 1.434 4.169 -0.538 0.17
H 1.897 4.337 1.169 0.16
H 3.535 2.740 0.652 0.46
H -4.147 0.979 1.466 0.22
```

4.
Here is 2 unconnected molecules or ions with the total composition C24H38ClN2O7PS3 from the OMol25 dataset. Energies are from ωB97M-V/def2-TZVPD.

The calculation puts the maximum force at 8.53 eV/Å. The calculation puts the energy relative to the best compared isomer or geometry (same formula, charge and spin) at 393.7 kcal per mole. The HOMO-LUMO gap comes out at 6.9 eV. The HOMO energy comes out at -8.92 eV. Its SMILES is CCSCC1=C(CCCCCCCSc2nnco2)C(=O)C([PH2]=O)=C(CCCCS(=O)(=O)Cl)C1=O.CCO.

```
76
Properties=species:S:1:pos:R:3:mulliken_charge:R:1
C 4.173 -2.755 4.011 -0.86
C 3.983 -3.098 2.406 -0.17
S 2.136 -3.093 2.066 -0.17
C 1.887 -2.836 0.221 -0.72
C 1.422 -1.296 -0.176 0.69
C 0.388 -1.048 -1.230 0.09
C -0.413 -2.236 -2.065 -0.62
C -1.934 -2.299 -1.388 -0.29
C -1.958 -2.949 0.117 -0.14
C -2.907 -2.091 1.194 -0.65
C -2.200 -0.649 1.525 0.35
C -3.238 0.576 1.857 -0.44
C -4.505 0.715 0.826 -0.60
S -6.102 -0.082 1.440 -0.16
C -6.269 0.156 3.328 0.33
N -6.240 -0.911 4.424 -0.21
N -6.359 -0.172 5.610 -0.25
C -6.461 1.337 5.302 0.01
O -6.411 1.555 3.844 -0.22
C -0.030 0.536 -1.567 0.06
O -0.553 0.809 -2.765 -0.66
C 0.153 1.738 -0.419 0.49
P -0.956 3.288 -0.570 0.48
O -1.446 3.878 0.839 -0.65
C 1.174 1.490 0.647 0.52
C 1.407 2.603 1.868 -0.83
C 2.118 3.948 1.219 0.23
C 3.759 3.797 1.123 -0.66
C 4.333 3.601 -0.402 -0.45
S 3.885 4.999 -1.585 0.93
O 4.985 5.284 -2.645 -0.53
O 2.615 4.551 -2.406 -0.52
Cl 3.281 6.755 -0.555 -0.17
C 2.051 0.070 0.556 -0.37
O 3.264 0.073 1.136 -0.64
H 3.127 -2.398 4.442 0.27
H 4.520 -3.753 4.529 0.26
H 4.928 -1.862 4.174 0.24
H 4.470 -2.286 1.698 0.14
H 4.469 -4.129 2.126 0.34
H 2.914 -3.043 -0.342 0.44
H 1.134 -3.665 -0.156 0.30
H 0.138 -3.269 -2.061 0.30
H -0.445 -1.861 -3.190 0.06
H -2.631 -2.879 -2.157 0.43
H -2.318 -1.179 -1.382 -0.01
H -0.882 -3.015 0.573 -0.14
H -2.434 -4.040 0.023 0.37
H -2.946 -2.721 2.202 0.28
H -3.996 -2.028 0.772 0.17
H -1.452 -0.260 0.713 -0.58
H -1.552 -0.817 2.513 0.34
H -3.521 0.500 2.990 0.40
H -2.607 1.584 1.747 0.14
H -4.773 1.850 0.589 0.39
H -4.254 0.169 -0.204 0.19
H -6.538 2.202 6.095 0.32
H -0.237 4.307 -1.299 0.09
H -2.150 2.879 -1.304 0.12
H 2.110 2.182 2.730 0.34
H 0.387 2.878 2.407 0.32
H 1.764 4.878 1.865 0.30
H 1.723 4.131 0.126 -0.23
H 4.098 2.854 1.751 0.31
H 4.218 4.783 1.568 0.28
H 4.026 2.579 -0.898 0.24
H 5.515 3.590 -0.319 0.39
C 0.540 -3.045 -7.515 -1.13
C 0.052 -2.326 -6.275 -0.17
O 0.674 -2.872 -5.121 -0.46
H 0.318 -4.115 -7.452 0.28
H 0.066 -2.639 -8.413 0.35
H 1.626 -2.950 -7.616 0.33
H -1.031 -2.442 -6.166 0.28
H 0.281 -1.257 -6.325 0.27
H 1.635 -2.757 -5.224 0.26
```

5.
Here is a molecular structure, C12H28AgN5O7 from the OMol25 dataset. Energies are from ωB97M-V/def2-TZVPD.

The calculation puts the maximum force at 6.32 eV/Å. The calculation puts the energy relative to the best compared isomer or geometry (same formula, charge and spin) at 55.0 kcal per mole. The HOMO-LUMO gap comes out at 7.6 eV. The HOMO energy comes out at -7.03 eV.

```
53
Properties=species:S:1:pos:R:3:nbo_charge:R:1
Ag -0.352 0.341 0.192 0.91
N -0.313 3.044 0.835 0.74
O -0.090 4.153 0.465 -0.50
O 0.218 2.430 1.687 -0.54
O -1.250 2.499 0.282 -0.64
C 1.887 -1.251 3.077 -0.73
C 2.446 -1.080 1.660 0.70
O 1.729 -0.680 0.737 -0.66
N 3.834 -1.259 1.517 -0.62
C 4.675 -1.014 0.339 -0.42
H 2.032 -0.342 3.660 0.25
H 2.288 -2.147 3.551 0.21
H 0.800 -1.328 3.066 0.26
H 4.296 -1.536 2.371 0.39
H 4.065 -0.983 -0.564 0.23
H 5.538 -1.663 0.186 0.21
H 5.120 -0.020 0.304 0.19
C -2.885 0.790 2.383 -0.72
C -2.334 -0.568 2.560 0.69
O -1.285 -0.919 1.918 -0.73
N -2.880 -1.405 3.481 -0.60
C -2.237 -2.655 3.778 -0.43
H -3.432 1.035 3.293 0.21
H -3.526 0.862 1.504 0.24
H -2.009 1.437 2.332 0.29
H -3.840 -1.288 3.773 0.40
H -1.925 -2.464 4.805 0.20
H -1.373 -3.014 3.219 0.25
H -2.953 -3.460 3.946 0.20
C 2.312 0.058 -3.298 -0.70
C 2.227 1.150 -2.223 0.69
O 1.229 1.190 -1.544 -0.64
N 3.256 2.007 -2.193 -0.60
C 3.581 2.959 -1.195 -0.42
H 2.253 -0.971 -2.942 0.24
H 3.256 0.225 -3.816 0.19
H 1.450 0.046 -3.964 0.24
H 3.891 1.872 -2.966 0.38
H 4.117 2.602 -0.316 0.19
H 2.624 3.323 -0.820 0.25
H 4.206 3.750 -1.609 0.20
C -3.915 -0.689 -1.054 -0.70
C -2.924 -0.522 -2.158 0.67
O -1.799 -0.071 -1.990 -0.61
N -3.634 -0.536 -3.306 -0.61
C -2.961 -0.288 -4.529 -0.42
H -4.407 0.227 -0.727 0.24
H -3.430 -1.090 -0.164 0.23
H -4.625 -1.423 -1.436 0.20
H -4.616 -0.743 -3.422 0.41
H -2.034 -0.815 -4.755 0.21
H -2.716 0.774 -4.547 0.21
H -3.585 -0.550 -5.384 0.20
```

6.
Here is 2 unconnected molecules or ions with the total composition C9H14O from the OMol25 dataset. Energies are from ωB97M-V/def2-TZVPD.

The spin multiplicity is 2. As for the total charge: -1. The calculation puts the maximum force at 1.68 eV/Å. The calculation puts the energy relative to the best compared isomer or geometry (same formula, charge and spin) at 4.3 kcal per mole. The HOMO-LUMO gap (spin up / spin down) comes out at 3.3 / 7.2 eV. The HOMO energy (spin up / spin down) comes out at 0.63 / -3.31 eV.

```
24
Properties=species:S:1:pos:R:3:lowdin_spin:R:1
C -0.661 -3.035 -0.560 0.01
C -1.667 -0.840 0.061 0.16
C -0.756 -1.533 -0.684 0.05
C -1.823 0.587 -0.080 0.23
C -0.919 1.210 -0.973 0.06
C 0.112 -0.863 -1.593 0.24
C -0.014 0.551 -1.754 0.15
O -0.999 2.600 -1.086 0.01
H -2.459 -1.387 0.569 0.01
H -2.477 1.166 0.559 0.03
H -1.313 -3.584 -1.250 0.00
H -0.921 -3.355 0.452 0.00
H 0.898 -1.437 -2.069 0.03
H -1.802 2.911 -0.661 0.01
H 0.750 1.005 -2.376 0.01
H 0.349 -3.390 -0.788 0.00
C 1.198 1.075 2.065 0.00
C 2.223 1.327 0.986 0.00
H 1.474 0.241 2.713 0.00
H 1.049 1.937 2.729 0.00
H 0.182 0.933 1.686 0.00
H 1.894 1.893 0.116 0.00
H 3.175 1.601 1.454 0.00
H 2.507 0.387 0.487 0.00
```

> Look up the maximum force of the fourth one.

8.53 eV/Å

> What is the maximum force in the third record?

0.63 eV/Å

> energy relative to the best compared isomer or geometry (same formula, charge and spin) of number 1 (C3H6O4S)?

38.0 kcal per mole